1.
Computed, not measured: a cluster of 2 separate species, C3H6O2 in total, with ωB97M-V with the def2-TZVPD basis set.

Last column: natural (NBO) charge in e.
Geometry (Å):
C (1.204, -0.367, -0.015)  -0.68
C (-0.115, 0.321, -0.280)  0.26
O (-0.209, 1.184, -1.254)  -0.74
C (-1.348, -0.540, 0.078)  0.36
O (-2.308, -0.599, -0.639)  -0.45
H (2.016, 0.361, -0.062)  0.24
H (1.225, -0.903, 0.939)  0.22
H (1.342, -1.081, -0.837)  0.25
H (-0.245, 1.145, 0.966)  -0.03
H (-0.288, 1.579, 0.069)  0.45
H (-1.274, -1.101, 1.035)  0.11

**M**: 74.1 g/mol
**Spin multiplicity**: 1
**Energy**: -268.21561 Ha

2.
Computed, not measured: a cluster of 2 separate species, CH4NO3 in total, with ωB97M-V with the def2-TZVPD basis set.

Last column: natural (NBO) charge in e.
Geometry (Å):
N (-1.120, -0.864, -0.552)  -0.92
C (-1.075, 0.281, 0.282)  0.87
O (-0.079, 0.299, 1.063)  -0.85
O (-2.021, 1.080, 0.181)  -0.79
H (-1.809, -0.906, -1.290)  0.36
H (-0.240, -1.338, -0.689)  0.37
H (1.616, 0.282, 0.888)  0.52
H (2.210, 0.800, -0.339)  0.45
O (2.518, 0.367, 0.456)  -1.01

**M**: 78.0 g/mol
**Spin multiplicity**: 1
**Energy**: -321.07412 Ha
**Total charge**: -1

3.
Computed, not measured: a cluster of 7 separate species, C33H26BF4O21 in total at a distorted geometry, with ωB97M-V with the def2-TZVPD basis set.

Last column: Löwdin charge in e.
Geometry (Å):
B (-0.777, 0.210, -0.242)  -1.38
F (0.460, 0.373, 0.367)  0.15
F (-1.600, -0.546, 0.535)  0.18
F (-1.384, 1.452, -0.469)  0.13
F (-0.550, -0.380, -1.430)  0.19
C (5.159, 3.877, 1.368)  0.11
C (5.575, 3.375, -0.043)  -0.20
C (4.796, 2.505, -0.739)  -0.41
O (5.134, 1.953, -1.769)  0.10
C (3.420, 2.117, -0.189)  0.12
C (3.012, 2.531, 1.217)  -0.08
C (4.007, 3.399, 2.011)  -0.43
O (3.610, 3.663, 3.119)  0.12
O (1.838, 2.063, 1.802)  0.09
O (6.797, 3.728, -0.504)  0.07
H (5.747, 4.653, 2.112)  0.18
H (2.695, 1.567, -0.737)  0.07
H (1.295, 1.515, 1.320)  0.01
H (6.891, 3.215, -1.413)  0.18
C (2.552, -4.295, -0.832)  0.11
C (1.928, -2.983, -1.432)  -0.08
C (2.643, -1.793, -1.718)  -0.41
O (2.108, -0.786, -2.143)  0.12
C (4.128, -1.886, -1.646)  0.11
C (4.711, -3.215, -1.131)  -0.16
C (3.912, -4.373, -0.629)  -0.44
O (4.416, -5.364, -0.105)  0.08
O (6.061, -3.337, -1.178)  0.07
O (0.564, -2.885, -1.373)  0.09
H (2.048, -5.112, -0.576)  0.07
H (4.797, -1.092, -2.137)  0.14
H (6.271, -3.996, -0.496)  0.11
H (0.044, -2.110, -1.745)  0.13
C (-7.368, 0.506, -0.272)  0.10
C (-7.090, 1.394, 0.846)  -0.15
C (-5.747, 1.657, 1.197)  -0.37
O (-5.496, 2.329, 2.203)  0.11
C (-4.667, 1.118, 0.439)  0.10
C (-4.939, 0.356, -0.769)  -0.12
C (-6.318, -0.056, -1.046)  -0.35
O (-6.560, -0.880, -1.956)  0.11
O (-3.905, -0.056, -1.619)  0.05
O (-8.088, 1.955, 1.650)  0.09
H (-8.468, 0.318, -0.374)  0.14
H (-3.828, 1.403, 0.729)  0.04
H (-3.065, 0.433, -1.216)  0.14
H (-7.573, 2.530, 2.177)  0.07
C (2.619, 5.238, -2.291)  0.11
C (2.689, 4.119, -3.351)  -0.14
C (1.795, 3.045, -3.317)  -0.40
O (1.986, 2.150, -4.151)  0.09
C (0.785, 2.898, -2.272)  0.11
C (0.639, 4.038, -1.323)  -0.11
C (1.536, 5.205, -1.313)  -0.37
O (1.426, 6.103, -0.458)  0.09
O (-0.533, 4.020, -0.612)  0.12
O (3.774, 4.080, -4.261)  0.01
H (3.380, 6.056, -2.112)  0.13
H (0.186, 2.008, -2.279)  0.11
H (-1.042, 3.312, -0.461)  0.02
H (3.695, 3.263, -4.910)  0.17
C (-5.791, -4.482, 2.150)  0.08
C (-5.768, -4.793, 0.698)  -0.18
C (-5.067, -3.954, -0.323)  -0.46
O (-5.215, -4.255, -1.488)  0.10
C (-4.224, -2.985, 0.117)  0.09
C (-4.147, -2.707, 1.658)  -0.08
C (-4.984, -3.392, 2.633)  -0.39
O (-5.070, -2.953, 3.786)  0.10
O (-3.332, -1.729, 2.131)  0.13
O (-6.552, -5.730, 0.216)  0.11
H (-6.354, -5.149, 2.889)  0.14
H (-3.468, -2.343, -0.510)  0.15
H (-2.875, -1.186, 1.557)  0.03
H (-6.227, -6.148, -0.565)  0.11
C (1.672, -1.080, 3.447)  0.00
C (2.762, -2.064, 2.994)  -0.37
O (2.893, -3.137, 3.620)  0.03
C (3.744, -1.675, 1.848)  0.03
H (1.564, -1.023, 4.468)  0.05
H (0.673, -0.795, 2.849)  0.15
H (1.977, -0.167, 3.263)  -0.02
H (3.014, -1.357, 1.051)  0.10
H (4.177, -2.441, 1.288)  0.03
H (4.455, -1.054, 2.132)  0.03

**M**: 845.4 g/mol
**Spin multiplicity**: 1
**Energy**: -3277.27656 Ha
**Total charge**: -1

4.
Computed, not measured: an isolated molecule of C7H7NS at a distorted geometry, with ωB97M-V with the def2-TZVPD basis set.

Last column: natural (NBO) charge in e.
Geometry (Å):
C (-2.727, -1.416, -0.341)  -0.37
C (-3.916, -0.735, 0.045)  -0.30
C (-1.509, -0.775, -0.427)  0.08
C (2.005, 0.560, -0.123)  0.22
C (-0.385, -0.276, -0.197)  0.09
C (1.136, 1.559, 0.509)  -0.22
C (3.302, -0.045, -0.167)  -0.67
N (0.760, 0.305, -0.065)  -0.25
S (-4.025, 0.933, 0.046)  -0.11
H (-2.985, -2.527, -0.541)  0.24
H (-4.852, -1.205, 0.244)  0.21
H (1.185, 1.666, 1.660)  0.19
H (1.016, 2.492, -0.002)  0.20
H (3.971, 0.743, -0.197)  0.24
H (3.477, -0.582, -1.066)  0.24
H (3.547, -0.699, 0.620)  0.23

**M**: 137.2 g/mol
**Spin multiplicity**: 1
**Energy**: -723.62088 Ha

5.
Computed, not measured: an isolated molecule of C2H3N3S at a distorted geometry, with ωB97M-V with the def2-TZVPD basis set.

Last column: natural (NBO) charge in e.
Geometry (Å):
H (2.681, -1.055, -0.134)  0.37
N (1.731, -1.442, -0.035)  -0.61
C (0.842, -0.578, -0.013)  0.35
C (1.121, 0.892, 0.019)  0.19
N (1.295, 2.023, 0.000)  -0.26
N (-0.545, -0.898, 0.135)  -0.79
S (-1.819, 0.152, -0.118)  0.22
H (-0.814, -1.918, 0.226)  0.43
H (-1.909, 0.874, 1.053)  0.10

**M**: 101.1 g/mol
**Spin multiplicity**: 1
**Energy**: -640.42080 Ha
**Structure (SMILES)**: [H]/N=C(\C#N)NS

6.
Computed, not measured: a cluster of 6 separate species, H11O5S in total at a distorted geometry, with ωB97M-V with the def2-TZVPD basis set.

Last column: natural (NBO) charge in e.
Geometry (Å):
S (1.488, -1.062, 0.842)  -1.01
H (1.312, -0.121, 1.805)  0.11
H (-1.872, -1.151, -1.512)  0.50
H (-0.395, -0.852, -1.848)  0.48
O (-1.297, -0.849, -2.270)  -0.99
H (-3.068, 2.087, -0.157)  0.46
H (-1.927, 1.667, 0.629)  0.49
O (-2.849, 1.749, 0.705)  -0.97
H (-1.057, -1.719, 0.798)  0.51
H (-2.283, -0.841, 0.996)  0.48
O (-1.995, -1.653, 0.548)  -0.99
H (-0.278, 1.644, -1.318)  0.48
H (0.279, 0.932, -0.030)  0.51
O (-0.315, 1.642, -0.381)  -1.01
H (4.170, 0.678, 0.601)  0.46
H (2.933, 0.325, -0.218)  0.50
O (3.752, 0.902, -0.254)  -1.00

**M**: 123.2 g/mol
**Spin multiplicity**: 1
**Energy**: -781.06556 Ha
**Total charge**: -1

Energy above the lowest of the compared OMol25 structures with the same formula, charge and spin readings, ordered: 119.0, 1.6, 0.0, 133.0, 24.4, 13.8 kcal per mole